{
  "formula": "C12H48N24O12",
  "method": "the ωB97M-V functional and the def2-TZVPD basis",
  "homo_energy_ev": [-1.01, -6.44],
  "orbital_gap_ev": [2.8, 8.3],
  "spin_multiplicity": 2,
  "energy_ev": -73561.1330,
  "max_force_ha_per_bohr": 0.184,
  "relative_energy_kcal_mol": 70.8,
  "total_charge": -1,
  "elements": ["O", "O", "O", "O", "O", "O", "O", "O", "O", "O", "O", "O", "N", "N", "N", "N", "N", "N", "N", "N", "N", "N", "N", "N", "N", "N", "N", "N", "N", "N", "N", "N", "N", "N", "N", "N", "C", "C", "C", "C", "C", "C", "C", "C", "C", "C", "C", "C", "H", "H", "H", "H", "H", "H", "H", "H", "H", "H", "H", "H", "H", "H", "H", "H", "H", "H", "H", "H", "H", "H", "H", "H", "H", "H", "H", "H", "H", "H", "H", "H", "H", "H", "H", "H", "H", "H", "H", "H", "H", "H", "H", "H", "H", "H", "H", "H"],
  "coordinates": [[3.18991, 1.76730, 2.44904], [1.00698, -2.25068, 5.53755], [-1.83657, 3.36690, 1.70458], [-0.74526, 2.02854, 5.14216], [-4.82149, -0.22746, 3.64696], [0.72838, -4.56344, 1.12692], [0.18130, -2.61679, -4.26988], [5.05537, -0.01053, -3.09772], [1.20116, -0.83227, -0.07034], [-1.67328, -3.13660, 1.39768], [1.03115, 1.81218, -3.74717], [-3.23091, 0.40298, -0.93250], [-3.28643, 0.01726, 2.06650], [-0.19371, -0.50797, -3.70624], [1.38136, 1.67350, 4.67509], [-3.52001, -0.15027, -3.06841], [1.33513, -0.70872, -4.95560], [-0.73043, 2.97122, -3.93936], [3.08793, -0.60140, -2.17104], [2.69221, -5.73434, 0.70273], [1.04518, 4.04662, -3.64420], [2.43061, -3.65580, 0.10694], [-3.41585, 1.96848, -2.38872], [-0.27400, -2.14127, 3.74489], [0.16153, 2.09489, 3.04385], [3.55671, -0.34589, 2.01283], [1.69119, -3.02346, 3.50037], [-1.35911, 4.31000, -0.26219], [-3.47913, -2.97361, 0.08392], [-5.23130, -0.62654, 1.55800], [-1.55419, -2.73757, -0.63789], [0.31257, 1.12312, -0.77486], [-3.48430, 3.79358, 0.20894], [4.30727, 1.12502, -1.37704], [5.18347, 0.86053, 1.94730], [-0.45137, 0.15953, 0.86549], [0.45929, 0.08171, -0.01275], [0.51406, 2.93028, -3.77107], [4.22355, 0.11988, -2.21805], [0.37081, -1.38039, -4.41380], [-4.45071, -0.32793, 2.50142], [1.86827, -4.69252, 0.69439], [-2.23335, 3.80220, 0.65165], [3.92138, 0.83430, 2.09266], [0.15125, 1.97026, 4.30918], [-2.23296, -2.94869, 0.37979], [0.83719, -2.52895, 4.37603], [-3.37481, 0.69138, -2.06818], [1.84047, -2.83672, 0.07606], [3.60743, 1.19721, -0.65239], [-3.87628, 2.16697, -3.26548], [2.05689, -1.30794, -5.32991], [-3.43088, 2.61806, -1.61547], [5.12920, 1.70096, -1.26374], [1.35637, -3.30728, 2.59074], [-4.96370, -0.83634, 0.60696], [-0.48574, -0.57120, 1.56189], [-3.77404, -2.76784, -0.85989], [1.57674, 0.22974, -4.67101], [1.98133, 1.38053, 3.91726], [-3.77849, 4.48214, -0.46888], [-0.85745, -0.77901, -2.99484], [0.29034, 0.37509, -3.78370], [-3.09001, -0.08168, 1.08073], [5.58571, -0.04365, 1.74541], [-1.18566, 2.08390, -4.09915], [3.29068, -3.67102, -0.42234], [-0.94672, -1.75136, 4.38951], [-0.24754, 1.92273, -0.51601], [-2.70874, 0.46463, 2.76380], [0.84002, 1.14199, -1.63599], [1.05213, 2.30298, 2.61534], [0.53710, 4.90446, -3.80569], [-6.15186, -0.75324, 1.95372], [-3.51319, 0.10049, -4.04676], [3.60823, -5.67791, 0.28100], [-0.37252, 4.42907, -0.08175], [4.23367, -1.07609, 1.84356], [-1.86642, 4.70854, -1.03930], [-4.16729, 3.36838, 0.81952], [-4.14843, -3.07108, 0.83402], [-2.07751, -2.45518, -1.45428], [1.98553, 4.18637, -3.30317], [2.58196, -0.59911, 1.93628], [-1.13760, 0.90038, 0.88378], [2.66487, -3.04011, 3.76825], [2.32853, -6.62575, 1.00803], [2.81671, -1.32912, -2.81675], [5.69840, 1.69419, 2.19213], [-0.51831, -2.46096, 2.81849], [2.50242, -0.37847, -1.37883], [-3.36511, -1.13249, -2.89132], [-0.69726, 2.19486, 2.52174], [-0.63462, -2.34118, -0.50617], [1.34378, 1.28124, 5.60504], [-1.25915, 3.83127, -3.91030]],
  "mulliken_charge": [-0.786, -0.722, -0.181, -0.760, -0.769, -0.596, -0.777, -0.760, 0.166, -0.740, 0.461, 0.488, 0.414, 0.363, -0.430, -0.082, -0.423, 0.657, -0.005, -0.437, 0.181, -0.213, -0.254, -0.064, 0.066, 0.030, -0.200, -0.103, -0.404, -0.295, -0.173, 1.352, -0.288, -0.175, -0.365, 2.413, -0.678, -3.418, 0.431, 0.548, 0.560, 0.708, -1.355, 0.748, 0.654, 0.799, 0.471, -1.194, -0.105, 0.011, 0.493, 0.225, -0.079, 0.233, 0.040, 0.171, -0.834, 0.109, 0.205, 0.192, 0.598, -0.125, 0.369, -0.078, 0.104, 0.065, 0.227, 0.145, -0.367, -0.074, -0.265, 0.196, 0.483, 0.232, 0.242, 0.139, 0.152, 0.152, 0.366, 0.124, 0.319, 0.071, 0.251, -0.312, -0.768, 0.191, 0.271, 0.192, 0.267, 0.014, -0.247, 0.184, 0.000, -0.258, 0.266, 0.348]
}

=====

{
  "formula": "C35H67N2O10",
  "method": "the ωB97M-V functional and the def2-TZVPD basis",
  "homo_energy_ev": -4.80,
  "orbital_gap_ev": 6.9,
  "spin_multiplicity": 1,
  "energy_ev": -60834.9022,
  "max_force_ha_per_bohr": 0.026,
  "total_charge": -1,
  "elements": ["O", "O", "O", "O", "O", "O", "O", "O", "O", "O", "N", "N", "C", "C", "C", "C", "C", "C", "C", "C", "C", "C", "C", "C", "C", "C", "C", "C", "C", "C", "C", "C", "C", "C", "C", "C", "C", "C", "C", "C", "C", "C", "C", "C", "C", "C", "C", "H", "H", "H", "H", "H", "H", "H", "H", "H", "H", "H", "H", "H", "H", "H", "H", "H", "H", "H", "H", "H", "H", "H", "H", "H", "H", "H", "H", "H", "H", "H", "H", "H", "H", "H", "H", "H", "H", "H", "H", "H", "H", "H", "H", "H", "H", "H", "H", "H", "H", "H", "H", "H", "H", "H", "H", "H", "H", "H", "H", "H", "H", "H", "H", "H", "H", "H"],
  "coordinates": [[-3.39198, -0.00191, 2.46346], [-8.25947, 8.35114, -2.29859], [6.49545, 1.04954, -1.28270], [5.23694, -0.46986, 0.60798], [-4.86884, 3.24160, 0.45319], [4.84274, -2.91184, -1.54577], [5.07167, 2.74894, -1.65883], [-2.38035, -0.31156, 0.50167], [1.06120, -5.71035, -3.01528], [3.75032, -5.10737, 4.55198], [2.46735, 3.29290, -0.13902], [4.73806, -0.73621, -2.24905], [-0.86602, -0.68844, -2.41856], [1.77845, -8.03062, -2.60781], [3.49496, -6.20465, 5.40380], [3.13534, 2.39185, 0.45233], [-2.36726, -0.07061, 1.83125], [1.24650, -6.99016, -3.58054], [-0.28276, -0.99499, 2.75738], [4.76763, -4.21056, 4.96101], [4.16767, 0.56164, -1.79397], [-7.38682, 7.24745, -2.47041], [-5.87324, 4.13495, 0.02241], [4.60937, -1.73092, -1.34476], [2.00742, -0.53880, -1.46346], [2.58412, 0.98835, 0.38055], [2.22916, -5.09299, -2.48393], [-7.97837, 9.27991, -4.56409], [-1.06165, 0.06623, 2.55866], [-1.78787, 0.36038, -1.75377], [4.10737, -1.07811, -0.03222], [3.37724, -3.29867, 0.98429], [-5.93870, 7.53598, -2.11652], [4.40811, 2.63752, 1.21976], [-5.97471, 5.40714, 0.84747], [-7.95893, 9.50445, -3.06143], [3.53125, -1.98419, 1.02131], [1.02123, -1.43655, -0.72893], [3.05364, -5.81535, 6.80533], [5.38708, 1.54162, -1.52392], [-1.57659, 0.61629, -0.27339], [3.23152, 0.02170, -0.65079], [6.13655, -4.85143, 5.10997], [-0.28516, -1.76182, -1.48735], [-6.26455, 1.97767, 2.04605], [-4.98851, 2.75441, 1.78185], [3.34303, -4.87095, -3.48770], [1.51691, -2.38945, -0.54657], [4.48088, -3.69996, 5.88822], [-0.21593, -1.80185, 2.03476], [2.60013, -5.65952, -1.62223], [-5.60773, 4.38796, -1.00553], [4.99366, 1.72376, 1.31614], [-0.12974, -2.66273, -2.08713], [2.65860, 0.53637, 1.37616], [-2.82471, 0.02973, -1.86018], [-6.84712, 3.63129, -0.01901], [-6.25694, 5.20490, 1.88133], [-4.87906, 3.57503, 2.50146], [0.32155, -1.07640, 3.65334], [-4.13955, 2.09317, 1.92626], [-8.72542, 10.23133, -2.79085], [-1.05043, -2.02286, -0.75134], [-1.91040, 1.62970, -0.03132], [4.15546, -4.33820, -2.99137], [-7.79485, 10.22144, -5.08317], [2.82029, -6.70988, 7.38465], [2.94920, 4.18901, -0.06152], [-6.99765, 9.93141, -2.75291], [3.67546, -3.91202, 0.14684], [1.51977, 1.10878, 0.18585], [-6.72957, 6.06960, 0.42100], [-1.72686, 1.31743, -2.27424], [-7.45875, 6.85636, -3.49189], [2.77421, -7.77630, -2.24356], [1.88969, -4.13026, -2.09994], [-0.78014, 1.05323, 2.90970], [4.19033, 3.04184, 2.21186], [4.36598, -6.86969, 5.45018], [3.26812, -1.46537, 1.93969], [0.25918, -7.29326, -3.93325], [1.11787, -8.11775, -1.74373], [-7.15639, 2.59834, 1.93458], [-5.34198, 6.62889, -2.21794], [-1.47182, -1.21406, -3.16146], [3.73434, -5.80835, -3.88970], [1.51571, 0.36952, -1.81928], [6.43696, -5.32681, 4.17540], [-5.50069, 8.29588, -2.76496], [-6.25319, 1.58664, 3.06345], [3.82912, -5.26585, 7.34066], [2.98490, -4.27168, -4.32808], [-0.09611, -0.16834, -2.98881], [3.59346, 1.00977, -2.60278], [5.01951, 3.33670, 0.64798], [2.90904, -3.79517, 1.82853], [-6.34693, 1.14010, 1.35256], [2.34217, -1.07720, -2.35453], [0.79656, -1.05366, 0.26955], [-7.77772, 6.47129, -1.81135], [-5.86012, 7.88991, -1.08789], [4.61562, -1.01178, -3.21080], [2.16468, -5.18443, 6.76343], [-7.21279, 8.57152, -4.88252], [-5.01768, 5.93133, 0.85963], [1.89364, -6.93280, -4.46424], [-0.53149, 0.54585, 0.03090], [6.03309, -0.95482, 0.37435], [2.69840, -6.76561, 4.91392], [4.80438, -3.45063, 4.18033], [6.15363, -5.60998, 5.89465], [6.87506, -4.09125, 5.36651], [-8.94729, 8.89004, -4.87935], [1.84197, -9.00292, -3.09936]],
  "mulliken_charge": [-0.584, -0.440, -0.718, -0.459, -0.369, -0.697, -0.714, -0.333, -0.407, -0.335, -0.686, 0.004, -0.837, -1.014, -0.369, -0.088, 0.592, -0.346, -0.840, -0.133, -0.386, -0.282, -0.310, -0.204, -2.439, 0.644, 0.830, -1.011, -0.039, -1.141, 1.226, -1.212, -1.015, -1.399, -0.941, -0.336, -1.163, 1.057, -1.045, 0.157, 0.455, 2.107, -1.175, -1.025, -1.180, 0.380, -1.059, -0.222, 0.294, 0.245, 0.193, 0.223, 0.204, 0.398, 0.316, 0.387, 0.305, 0.371, 0.264, 0.346, -0.323, 0.335, 0.297, 0.596, 0.331, 0.384, 0.387, 0.330, 0.302, 0.237, -0.483, 0.279, 0.436, 0.288, 0.248, -0.637, 0.350, 0.380, 0.307, 0.466, 0.361, 0.273, 0.369, 0.331, 0.511, 0.360, 0.817, 0.307, 0.370, 0.393, 0.269, 0.284, 0.251, 0.628, 0.442, 0.369, 0.268, 0.514, -0.556, 0.263, 0.281, 0.351, 0.290, 0.264, 0.249, 0.300, -0.463, 0.450, 0.319, 0.218, 0.282, 0.397, 0.285, 0.398]
}

=====

{
  "formula": "C21H25FN2O4S",
  "method": "the ωB97M-V functional and the def2-TZVPD basis",
  "smiles": "COc1ccc(S(=O)(=O)N(CC(=O)NC2CCCCC2)c2ccc(F)cc2)cc1",
  "homo_energy_ev": -8.47,
  "orbital_gap_ev": 8.9,
  "spin_multiplicity": 1,
  "energy_ev": -46905.6890,
  "max_force_ha_per_bohr": 0.027,
  "relative_energy_kcal_mol": 7.5,
  "total_charge": 0,
  "elements": ["S", "F", "O", "O", "O", "O", "N", "N", "C", "C", "C", "C", "C", "C", "C", "C", "C", "C", "C", "C", "C", "C", "C", "C", "C", "C", "C", "C", "C", "H", "H", "H", "H", "H", "H", "H", "H", "H", "H", "H", "H", "H", "H", "H", "H", "H", "H", "H", "H", "H", "H", "H", "H", "H"],
  "coordinates": [[0.41080, 0.50865, -0.34639], [1.04850, -5.94270, 0.03309], [3.62641, 0.98407, -5.26923], [-0.38329, 1.70644, -0.25303], [1.24251, 0.19097, 0.77460], [-3.74632, -1.24444, 0.70188], [-2.43470, 0.48312, 1.35840], [-0.66098, -0.74446, -0.64858], [0.62215, -4.66998, -0.12592], [1.41042, 0.62391, -1.82045], [2.77195, 0.81832, -1.70280], [-0.83970, 2.38164, 3.36051], [-2.92840, 0.59990, 2.71684], [5.02275, 1.18446, -5.25129], [-0.71668, -4.37563, 0.04588], [-2.06289, -0.42650, -0.82832], [-0.57621, 0.89286, 3.62876], [1.58010, 0.68238, -4.19908], [0.80765, 0.55986, -3.06538], [-1.87735, 0.08409, 3.70280], [-1.14982, -3.07251, -0.11480], [1.53650, -3.68927, -0.46217], [-0.24686, -2.06464, -0.45745], [1.09713, -2.39083, -0.63608], [-2.23065, 2.77880, 3.84203], [-2.85021, -0.44763, 0.49800], [3.55577, 0.94343, -2.83679], [-3.30736, 2.05836, 3.02716], [2.96387, 0.87637, -4.09803], [-2.32891, 2.52657, 4.89963], [5.28650, 2.11884, -4.74740], [-2.51176, -1.13934, -1.52527], [-2.19221, -2.85052, 0.04107], [-2.30267, 0.14387, 4.70607], [-0.04581, 0.77507, 4.57577], [-0.08478, 2.98548, 3.86703], [-2.36856, 3.85746, 3.74839], [-4.25268, 2.08415, 3.57125], [-3.45931, 2.58068, 2.08078], [-2.11107, 0.58030, -1.24707], [-1.41059, -5.15702, 0.31163], [-1.68573, 1.10323, 1.07935], [-0.75537, 2.59450, 2.29265], [4.61742, 1.09345, -2.72697], [5.54080, 0.34916, -4.77120], [1.80459, -1.62504, -0.90384], [3.20717, 0.86175, -0.71665], [5.32259, 1.24149, -6.29611], [-3.81545, -0.04139, 2.76035], [0.07020, 0.49503, 2.84540], [-0.25754, 0.41065, -3.13687], [2.57606, -3.94443, -0.59199], [-1.67086, -0.96684, 3.49304], [1.14287, 0.63385, -5.18322]],
  "mulliken_charge": [1.708, -0.343, -0.429, -0.823, -0.770, -0.729, 0.183, 0.400, 0.325, -0.313, -0.326, -0.464, -0.068, -0.834, -0.889, -1.343, -0.277, -0.830, -0.695, -1.067, -0.757, -0.954, 1.030, -0.109, -0.743, 0.864, -0.489, -0.989, 0.829, 0.314, 0.344, 0.446, 0.453, 0.390, 0.462, 0.513, 0.456, 0.301, 0.306, 0.589, 0.458, 0.037, 0.002, 0.405, 0.341, 0.125, 0.502, 0.237, 0.538, -0.104, 0.404, 0.456, 0.480, 0.445]
}

=====

{
  "formula": "C6H9N",
  "method": "the ωB97M-V functional and the def2-TZVPD basis",
  "smiles": "C#C[C@H]1CCN1C",
  "homo_energy_ev": -8.73,
  "orbital_gap_ev": 9.6,
  "spin_multiplicity": 1,
  "energy_ev": -7851.7154,
  "max_force_ha_per_bohr": 0.201,
  "relative_energy_kcal_mol": 148.6,
  "total_charge": 0,
  "elements": ["N", "C", "C", "C", "C", "C", "C", "H", "H", "H", "H", "H", "H", "H", "H", "H"],
  "coordinates": [[0.54304, 0.64608, 0.53442], [1.32563, -1.20611, -0.13203], [1.65447, 0.26369, -0.48561], [0.10905, -0.75039, 0.57160], [-0.35608, 1.80226, 0.07815], [-2.46996, -0.52280, -0.23266], [-1.16285, -0.82572, -0.12134], [1.87292, -1.60185, 0.63342], [1.28479, 0.48722, -1.58142], [-0.19324, -1.25187, 1.59983], [-3.48102, -0.31774, -0.81136], [-0.91079, 2.51588, 0.93132], [0.22637, 2.68808, -0.60502], [-1.09272, 1.53281, -0.68101], [2.62340, 0.87148, -0.33142], [1.26740, -2.01207, -0.96394]],
  "mulliken_charge": [-0.197, -0.671, -0.488, 0.667, -0.821, -0.381, -0.561, 0.308, 0.248, 0.232, 0.304, 0.232, 0.251, 0.347, 0.272, 0.257]
}